Entry from the OMol25 dataset: a cluster of 13 separate species, C72H88F9N15O21 in total at a distorted geometry (the ωB97M-V functional and the def2-TZVPD basis).

Last columns: bonded neighbours and bond lengths (Å).
Element x y z (Å)
1 C -9.838 -3.802 -6.110  N2 1.459, H15 1.098, H16 1.116, H17 1.068
2 N -9.489 -2.433 -6.474  C1 1.459, C3 1.338, C7 1.361
3 C -9.471 -1.455 -5.562  N2 1.338, C4 1.364, H18 1.086
4 C -8.721 -0.333 -5.755  C3 1.364, C5 1.420, H19 1.088
5 C -8.020 -0.107 -6.969  C4 1.420, C6 1.395, C8 1.501
6 C -8.099 -1.168 -7.871  C5 1.395, C7 1.367, H20 1.074
7 C -8.839 -2.299 -7.662  N2 1.361, C6 1.367, H21 1.082
8 C -7.103 1.072 -7.110  C5 1.501, C9 1.365, C13 1.423
9 C -5.971 0.884 -7.849  C8 1.365, C10 1.336, H22 1.079
10 C -4.946 1.738 -7.774  C9 1.336, N11 1.335, H23 1.066
11 N -4.918 2.762 -6.918  C10 1.335, C12 1.376, C14 1.521
12 C -6.054 3.024 -6.186  N11 1.376, C13 1.391, H24 1.084
13 C -7.203 2.252 -6.321  C8 1.423, C12 1.391, H25 1.074
14 C -3.635 3.562 -6.750  N11 1.521, H26 1.105, H27 1.049, H28 1.084
15 H -8.978 -4.278 -5.621  C1 1.098
16 H -10.101 -4.409 -7.008  C1 1.116
17 H -10.690 -3.779 -5.465  C1 1.068
18 H -9.970 -1.632 -4.613  C3 1.086
19 H -8.730 0.449 -4.998  C4 1.088
20 H -7.523 -0.950 -8.751  C6 1.074
21 H -8.875 -3.144 -8.336  C7 1.082
22 H -5.862 -0.073 -8.334  C9 1.079
23 H -4.065 1.516 -8.333  C10 1.066
24 H -6.023 3.909 -5.561  C12 1.084
25 H -8.045 2.356 -5.661  C13 1.074
26 H -2.787 2.881 -6.942  C14 1.105
27 H -3.561 3.666 -5.709  C14 1.049
28 H -3.670 4.396 -7.441  C14 1.084
29 C 9.489 8.619 4.590  N30 1.485, H43 1.107, H44 1.098, H45 1.096
30 N 8.332 7.706 4.409  C29 1.485, C31 1.325, C35 1.359
31 C 7.891 7.091 5.498  N30 1.325, C32 1.403, H46 1.068
32 C 6.983 6.029 5.373  C31 1.403, C33 1.380, H47 1.090
33 C 6.536 5.693 4.111  C32 1.380, C34 1.375, C36 1.549
34 C 6.998 6.394 3.022  C33 1.375, C35 1.371, H48 1.075
35 C 7.902 7.416 3.153  N30 1.359, C34 1.371, H49 1.119
36 C 5.548 4.502 4.037  C33 1.549, C37 1.398, C41 1.350
37 C 4.614 4.360 5.068  C36 1.398, C38 1.380, H50 1.122
38 C 3.758 3.280 5.005  C37 1.380, N39 1.335, H51 1.122
39 N 3.771 2.492 3.927  C38 1.335, C40 1.330, C42 1.466
40 C 4.756 2.618 3.043  N39 1.330, C41 1.364, H52 1.062
41 C 5.705 3.598 3.046  C36 1.350, C40 1.364, H53 1.053
42 C 2.582 1.702 3.595  N39 1.466, H54 1.056, H55 1.105, H56 1.118
43 H 9.813 9.185 3.695  C29 1.107
44 H 10.387 8.020 4.790  C29 1.098
45 H 9.308 9.270 5.454  C29 1.096
46 H 8.439 7.372 6.371  C31 1.068
47 H 6.732 5.501 6.293  C32 1.090
48 H 6.696 5.989 2.073  C34 1.075
49 H 8.360 7.941 2.277  C35 1.119
50 H 4.589 5.085 5.925  C37 1.122
51 H 3.001 3.105 5.814  C38 1.122
52 H 4.712 1.967 2.205  C40 1.062
53 H 6.444 3.617 2.296  C41 1.053
54 H 1.722 2.304 3.710  C42 1.056
55 H 2.617 0.864 4.314  C42 1.105
56 H 2.747 1.360 2.543  C42 1.118
57 C 0.724 -1.999 3.759  N58 1.438, H71 1.077, H72 1.089, H73 1.114
58 N 0.036 -1.640 2.549  C57 1.438, C59 1.353, C63 1.333
59 C -0.008 -0.376 2.070  N58 1.353, C60 1.421, H74 1.098
60 C -0.578 -0.093 0.799  C59 1.421, C61 1.364, H75 1.100
61 C -1.313 -1.033 0.140  C60 1.364, C62 1.433, C64 1.513
62 C -1.219 -2.367 0.652  C61 1.433, C63 1.396, H76 1.158
63 C -0.570 -2.611 1.864  N58 1.333, C62 1.396, H77 1.080
64 C -2.105 -0.698 -1.105  C61 1.513, C65 1.437, C69 1.411
65 C -2.700 -1.859 -1.709  C64 1.437, C66 1.372, H78 1.086
66 C -3.648 -1.660 -2.681  C65 1.372, N67 1.346, H79 1.072
67 N -3.909 -0.413 -3.115  C66 1.346, C68 1.357, C70 1.460
68 C -3.332 0.703 -2.603  N67 1.357, C69 1.350, H80 1.078
69 C -2.436 0.581 -1.600  C64 1.411, C68 1.350, H81 1.118
70 C -4.773 -0.111 -4.253  N67 1.460, H82 1.081, H83 1.101, H84 1.106
71 H 1.462 -1.244 3.973  C57 1.077
72 H 1.370 -2.873 3.683  C57 1.089
73 H 0.050 -2.076 4.642  C57 1.114
74 H 0.432 0.436 2.665  C59 1.098
75 H -0.512 0.955 0.468  C60 1.100
76 H -1.646 -3.283 0.087  C62 1.158
77 H -0.438 -3.620 2.224  C63 1.080
78 H -2.534 -2.842 -1.277  C65 1.086
79 H -4.198 -2.471 -3.114  C66 1.072
80 H -3.639 1.652 -3.011  C68 1.078
81 H -1.978 1.465 -1.090  C69 1.118
82 H -5.759 -0.067 -3.811  C70 1.081
83 H -4.700 -0.876 -5.042  C70 1.101
84 H -4.590 0.897 -4.669  C70 1.106
85 C 1.310 -3.997 11.802  N86 1.506, H99 1.094, H100 1.052, H101 1.107
86 N 2.419 -3.566 10.880  C85 1.506, C87 1.355, C91 1.334
87 C 2.222 -3.707 9.547  N86 1.355, C88 1.336, H102 1.057
88 C 3.224 -3.573 8.673  C87 1.336, C89 1.364, H103 1.115
89 C 4.411 -3.118 9.168  C88 1.364, C90 1.416, C92 1.583
90 C 4.685 -3.027 10.554  C89 1.416, C91 1.381, H104 1.113
91 C 3.612 -3.256 11.392  N86 1.334, C90 1.381, H105 1.038
92 C 5.480 -2.713 8.072  C89 1.583, C93 1.363, C97 1.424
93 C 5.531 -1.416 7.657  C92 1.363, C94 1.373, H106 1.057
94 C 6.174 -1.191 6.464  C93 1.373, N95 1.302, H107 1.112
95 N 6.783 -2.118 5.782  C94 1.302, C96 1.360, C98 1.474
96 C 6.912 -3.374 6.288  N95 1.360, C97 1.375, H108 1.085
97 C 6.280 -3.718 7.459  C92 1.424, C96 1.375, H109 1.079
98 C 7.219 -1.817 4.407  N95 1.474, H110 1.101, H111 1.095, H112 1.111
99 H 1.707 -3.909 12.817  C85 1.094
100 H 0.881 -4.878 11.419  C85 1.052
101 H 0.544 -3.205 11.694  C85 1.107
102 H 1.229 -3.908 9.246  C87 1.057
103 H 3.086 -3.685 7.573  C88 1.115
104 H 5.637 -2.671 11.009  C90 1.113
105 H 3.751 -3.282 12.421  C91 1.038
106 H 5.061 -0.571 8.083  C93 1.057
107 H 6.119 -0.183 6.000  C94 1.112
108 H 7.498 -4.016 5.638  C96 1.085
109 H 6.314 -4.761 7.737  C97 1.079
110 H 6.332 -1.501 3.835  C98 1.101
111 H 7.532 -2.733 3.897  C98 1.095
112 H 8.002 -1.036 4.508  C98 1.111
113 C 4.011 -1.681 0.088  N114 1.464, H127 1.120, H128 1.113, H129 1.100
114 N 3.181 -1.611 -1.116  C113 1.464, C115 1.380, C119 1.304
115 C 1.952 -2.228 -0.996  N114 1.380, C116 1.415, H130 1.095
116 C 1.023 -2.166 -2.063  C115 1.415, C117 1.363, H131 1.075
117 C 1.268 -1.409 -3.170  C116 1.363, C118 1.406, C120 1.479
118 C 2.514 -0.757 -3.167  C117 1.406, C119 1.361, H132 1.039
119 C 3.442 -0.908 -2.183  N114 1.304, C118 1.361, H133 1.080
120 C 0.432 -1.514 -4.385  C117 1.479, C121 1.371, C125 1.405
121 C 0.812 -0.828 -5.511  C120 1.371, C122 1.459, H134 1.088
122 C 0.319 -1.176 -6.839  C121 1.459, N123 1.323, H135 1.082
123 N -0.588 -2.138 -6.884  C122 1.323, C124 1.365, C126 1.516
124 C -1.095 -2.763 -5.780  N123 1.365, C125 1.394, H136 1.076
125 C -0.609 -2.449 -4.513  C120 1.405, C124 1.394, H137 1.070
126 C -1.140 -2.463 -8.259  N123 1.516, H138 1.134, H139 1.101, H140 1.041
127 H 3.829 -2.637 0.642  C113 1.120
128 H 3.709 -0.779 0.665  C113 1.113
129 H 5.072 -1.709 -0.204  C113 1.100
130 H 1.647 -2.808 -0.118  C115 1.095
131 H 0.151 -2.785 -1.954  C116 1.075
132 H 2.791 -0.201 -4.000  C118 1.039
133 H 4.413 -0.436 -2.198  C119 1.080
134 H 1.486 0.016 -5.380  C121 1.088
135 H 0.564 -0.697 -7.778  C122 1.082
136 H -1.954 -3.411 -5.788  C124 1.076
137 H -1.106 -2.936 -3.700  C125 1.070
138 H -2.230 -2.155 -8.202  C126 1.134
139 H -1.089 -3.535 -8.500  C126 1.101
140 H -0.674 -1.852 -8.962  C126 1.041
141 C -0.439 -5.280 -1.706  O142 1.464, O143 1.257, C144 1.593, H155 1.105
142 O 0.921 -5.147 -1.180  C141 1.464, C148 1.457
143 O -1.006 -4.170 -1.865  C141 1.257
144 C -0.282 -5.978 -3.129  C141 1.593, F145 1.323, F146 1.343, F147 1.383
145 F 0.246 -7.188 -3.057  C144 1.323
146 F -1.474 -6.043 -3.746  C144 1.343
147 F 0.436 -5.152 -3.975  C144 1.383
148 C 1.101 -5.692 0.159  O142 1.457, C149 1.556, H153 1.113, H154 1.074
149 C 0.968 -7.241 0.107  C148 1.556, H150 1.081, H151 1.112, H152 1.097
150 H 0.904 -7.645 1.108  C149 1.081
151 H 0.064 -7.516 -0.479  C149 1.112
152 H 1.808 -7.633 -0.477  C149 1.097
153 H 0.491 -5.272 0.990  C148 1.113
154 H 2.109 -5.431 0.421  C148 1.074
155 H -1.076 -6.008 -1.171  C141 1.105
156 C -1.048 3.341 2.343  O157 1.493, O158 1.241, C159 1.544, H170 1.143
157 O -1.319 4.391 1.317  C156 1.493, C163 1.394
158 O -0.458 2.318 1.960  C156 1.241
159 C -0.317 4.185 3.410  C156 1.544, F160 1.378, F161 1.262, F162 1.337
160 F 0.775 4.740 2.777  C159 1.378
161 F -0.944 5.161 3.907  C159 1.262
162 F 0.040 3.451 4.469  C159 1.337
163 C -1.864 3.832 0.162  O157 1.394, C164 1.584, H168 1.093, H169 1.143
164 C -3.279 3.149 0.362  C163 1.584, H165 1.103, H166 1.073, H167 1.102
165 H -3.328 2.205 0.932  C164 1.103
166 H -4.039 3.722 0.857  C164 1.073
167 H -3.606 2.830 -0.641  C164 1.102
168 H -1.038 3.267 -0.279  C163 1.093
169 H -2.096 4.707 -0.536  C163 1.143
170 H -2.095 3.256 2.793  C156 1.143
171 C -4.945 3.919 -3.238  O172 1.480, O173 1.308, C174 1.507, H185 1.122
172 O -6.404 3.848 -3.476  C171 1.480, C178 1.401
173 O -4.268 2.960 -3.814  C171 1.308
174 C -4.665 5.325 -3.704  C171 1.507, F175 1.358, F176 1.353, F177 1.307
175 F -4.940 5.611 -5.002  C174 1.358
176 F -5.343 6.200 -2.927  C174 1.353
177 F -3.426 5.703 -3.526  C174 1.307
178 C -7.084 3.481 -2.308  O172 1.401, C179 1.497, H183 1.092, H184 1.073
179 C -7.882 2.224 -2.453  C178 1.497, H180 1.100, H181 1.076, H182 1.082
180 H -7.322 1.298 -2.654  C179 1.100
181 H -8.420 2.113 -1.528  C179 1.076
182 H -8.559 2.446 -3.267  C179 1.082
183 H -7.858 4.160 -1.944  C178 1.092
184 H -6.414 3.384 -1.475  C178 1.073
185 H -4.837 4.006 -2.124  C171 1.122
186 N 5.626 1.609 -0.369  O187 1.243, O188 1.224, O189 1.220
187 O 4.427 1.487 -0.065  N186 1.243
188 O 6.157 0.893 -1.208  N186 1.224
189 O 6.193 2.469 0.285  N186 1.220
190 N 7.436 2.345 6.460  O191 1.258, O192 1.234, O193 1.231
191 O 7.418 3.412 5.794  N190 1.258
192 O 8.475 1.835 6.886  N190 1.234
193 O 6.406 1.704 6.674  N190 1.231
194 N -6.250 -3.024 -4.729  O195 1.216, O196 1.234, O197 1.228
195 O -5.355 -3.060 -5.552  N194 1.216
196 O -7.412 -2.817 -5.088  N194 1.234
197 O -5.998 -3.131 -3.532  N194 1.228
198 N -2.055 0.292 -7.108  O199 1.265, O200 1.238, O201 1.210
199 O -2.799 -0.025 -8.081  N198 1.265
200 O -1.082 1.023 -7.337  N198 1.238
201 O -2.353 -0.159 -6.025  N198 1.210
202 N 3.613 -3.507 4.697  O203 1.264, O204 1.229, O205 1.233
203 O 3.794 -2.461 4.011  N202 1.264
204 O 3.347 -4.587 4.174  N202 1.229
205 O 3.804 -3.346 5.905  N202 1.233

The calculation puts the highest occupied orbital energy at -10.122 eV. The charge is +2.